C8H14Cl7CrO6 as an isolated structure. Source: the Open Molecules 2025 dataset; level of theory: wB97M-V/def2-TZVPD.

Element x y z (Å)
Cr -0.7658 0.6251 -1.3161
Cl 0.4239 -0.4243 0.6404
C -1.5351 5.0377 -1.6340
O -1.5017 4.8126 -0.2123
C -0.9298 3.6974 0.2162
O -0.8099 2.5977 -0.3455
O -0.6150 3.8543 1.5594
C 0.2473 2.9666 2.2122
H -0.5275 4.9713 -2.0445
H -1.9729 5.9761 -1.9742
H -2.1799 4.2991 -2.1103
H -0.0991 1.9332 2.1973
H 0.3862 3.2898 3.2438
H 1.1893 3.0493 1.6701
C -2.8535 -2.3605 -4.1400
O -1.5200 -2.8041 -3.8615
C -0.8615 -2.4111 -2.8364
O -1.0883 -1.4501 -2.1310
O 0.2230 -3.1726 -2.7048
C 1.1365 -3.0407 -1.6041
H -3.5724 -2.5318 -3.3387
H -3.1958 -2.9915 -4.9603
H -2.7836 -1.3485 -4.5387
H 0.6958 -3.4735 -0.7060
H 1.5093 -2.0366 -1.4019
H 1.9086 -3.7695 -1.8507
C -0.0055 -1.2271 4.3268
Cl 0.7110 -0.6113 5.8660
Cl -1.6992 -1.5178 4.5578
Cl 0.8728 -2.6513 3.8990
H -0.0020 -0.4381 3.5748
C 3.7207 -1.6706 1.9432
Cl 3.4319 -3.1328 0.9579
Cl 5.0103 -0.6662 1.2536
Cl 4.2626 -2.2680 3.5551
H 2.7895 -1.1119 2.0375

largest force on an atom	3.8	eV/Å
charge	+2
total energy	-5029.76846	Ha
Kohn-Sham gap (spin up / spin down)	8.018 / 3.537	eV
2S+1	6
HOMO (spin up / spin down)	-16.221 / -16.041	eV
molar mass	506.4	g mol⁻¹

Atom charges from the natural (NBO) analysis, given in e for atoms 1 to 5: number 1, Cr, carries 1.585; number 2, Cl, carries -0.731; number 3, C, carries -0.274; number 4, O, carries -0.432; number 5, C, carries 1.069